(1)
Here is a structure of composition C12H27BHgN4NbO from OMol25. Energies are from the ωB97M-V functional and the def2-TZVPD basis.

Geometry as XYZ:
```
47
C12H27BHgN4NbO | OMol25 | the ωB97M-V functional and the def2-TZVPD basis
N -1.705 -0.347 0.408
C -4.533 0.470 1.695
O -5.402 -0.119 1.261
Hg -2.242 -2.279 -0.912
Nb 0.001 0.162 0.312
N -0.095 1.261 -1.433
N 1.011 -1.657 -0.001
C -1.164 2.118 -1.968
C 1.222 -2.757 0.952
C -2.348 1.318 -2.525
C -0.657 3.010 -3.130
C -1.654 2.997 -0.819
C 1.700 -4.078 0.284
C 2.314 -2.231 1.891
C -0.015 -3.095 1.773
H -2.024 0.662 -3.343
H -3.104 2.029 -2.916
H -2.818 0.695 -1.755
H 0.138 3.681 -2.771
H -1.482 3.640 -3.515
H -0.298 2.399 -3.973
H -2.204 2.393 -0.082
H -2.307 3.790 -1.217
H -0.781 3.448 -0.322
H 1.137 -4.318 -0.628
H 1.543 -4.926 0.977
H 2.780 -4.054 0.073
H 3.198 -1.965 1.292
H 2.547 -2.996 2.651
H 1.943 -1.309 2.373
H -0.502 -2.202 2.183
H 0.268 -3.765 2.606
H -0.756 -3.640 1.168
C 1.944 -1.668 -1.128
H 1.469 -1.313 -2.046
H 2.822 -1.029 -0.915
H 2.326 -2.668 -1.397
C 1.137 1.263 -2.203
H 1.516 2.280 -2.389
H 1.918 0.759 -1.632
H 1.022 0.748 -3.176
B 0.331 2.458 4.532
C 0.334 1.758 3.179
N 0.401 1.227 2.114
H -0.836 2.669 4.875
H 0.967 3.493 4.309
H 0.937 1.690 5.286
```

Values from the calculation:
Energy above the lowest of the compared OMol25 structures with the same formula, charge and spin in eV: 2.247
F_max in hartree/bohr: 0.0486
Kohn-Sham gap (spin up / spin down) in eV: 3.295 / 3.284
LUMO (spin up / spin down) in eV: -11.760 / -11.775
Electronic energy in hartree: -1002.11399
Charge: +2
2S+1: 2

Results of the Löwdin charge analysis, in e, for atoms 1 through 6: number 1, N, carries -0.394; number 2, C, carries -0.025; number 3, O, carries 0.015; number 4, Hg, carries 1.114; number 5, Nb, carries 1.527; number 6, N, carries -0.201

(2)
Here is a cluster of 2 separate species, H2NO4P in total from OMol25. Energies are from the ωB97M-V functional and the def2-TZVPD basis.

Geometry as XYZ:
```
8
H2NO4P | OMol25 | the ωB97M-V functional and the def2-TZVPD basis
N -0.596 -0.637 -1.407
O 1.291 -0.589 1.285
O 0.667 1.892 1.378
O -1.105 -0.005 1.856
O -0.573 0.010 -2.590
P 0.199 0.427 1.266
H -0.120 0.235 -0.289
H 0.237 -1.333 -1.499
```

Values from the calculation:
Energy above the lowest of the compared OMol25 structures with the same formula, charge and spin in eV: 2.461
F_max in hartree/bohr: 0.0499
Kohn-Sham gap (spin up / spin down) in eV: 6.934 / 6.930
LUMO (spin up / spin down) in eV: 7.474 / 7.475
Electronic energy in hartree: -698.19707
Charge: -2

Results of the Löwdin charge analysis, in e, for atoms 1 through 6: number 1, N, carries -0.178; number 2, O, carries -0.490; number 3, O, carries -0.516; number 4, O, carries -0.475; number 5, O, carries -0.438; number 6, P, carries 0.035